[1]
C79H209N15O26 | ωB97M-V/def2-TZVPD

The value obtained for the molecular weight is 1785.62 g mol⁻¹. The frontier orbital gap comes out at 8.41 eV.

Geometry (Å):
1 C 8.11 6.29 -12.89
2 O 8.76 5.63 -11.83
3 C 8.81 6.35 -10.65
4 C 9.34 5.37 -9.55
5 N 8.37 4.33 -9.23
6 C 9.06 3.20 -8.76
7 C 8.06 1.98 -8.56
8 O 7.50 1.49 -9.83
9 C 7.15 0.14 -9.83
10 H 8.50 5.62 -13.66
11 H 8.22 7.37 -12.99
12 H 7.03 6.15 -12.97
13 H 7.77 6.53 -10.40
14 H 9.48 7.19 -10.82
15 H 9.40 6.04 -8.69
16 H 10.39 5.17 -9.77
17 H 7.71 4.14 -9.97
18 H 9.39 3.25 -7.73
19 H 9.88 2.80 -9.36
20 H 7.27 2.23 -7.85
21 H 8.55 1.26 -7.90
22 H 7.85 -0.49 -9.30
23 H 7.07 -0.38 -10.78
24 H 6.15 -0.05 -9.44
25 C 17.29 -2.22 -6.60
26 O 16.47 -1.41 -5.82
27 C 15.10 -1.40 -6.11
28 C 14.40 -0.21 -5.45
29 N 15.07 0.17 -4.19
30 C 15.12 1.64 -3.98
31 C 16.06 2.00 -2.80
32 O 15.40 1.99 -1.49
33 C 16.24 1.42 -0.45
34 H 18.16 -2.47 -5.99
35 H 17.58 -1.70 -7.51
36 H 16.84 -3.18 -6.86
37 H 14.60 -2.37 -6.08
38 H 15.15 -1.11 -7.16
39 H 13.35 -0.47 -5.33
40 H 14.42 0.63 -6.16
41 H 15.94 -0.32 -4.34
42 H 14.07 1.94 -3.95
43 H 15.55 2.15 -4.85
44 H 16.47 3.01 -2.85
45 H 16.96 1.38 -2.78
46 H 16.12 0.33 -0.44
47 H 15.99 1.55 0.60
48 H 17.29 1.70 -0.56
49 C 11.53 -6.06 -3.70
50 O 11.72 -5.70 -5.06
51 C 12.86 -4.79 -5.24
52 C 13.08 -4.50 -6.77
53 N 12.17 -3.48 -7.15
54 C 12.61 -2.86 -8.46
55 C 11.45 -2.25 -9.09
56 O 10.70 -3.30 -9.69
57 C 9.57 -3.03 -10.52
58 H 11.53 -5.26 -2.95
59 H 12.29 -6.78 -3.41
60 H 10.52 -6.46 -3.62
61 H 13.72 -5.39 -4.95
62 H 12.84 -3.79 -4.79
63 H 12.68 -5.41 -7.23
64 H 14.16 -4.39 -6.88
65 H 11.25 -3.88 -7.30
66 H 12.98 -3.57 -9.19
67 H 13.33 -2.06 -8.26
68 H 11.92 -1.69 -9.90
69 H 10.87 -1.72 -8.34
70 H 8.72 -2.73 -9.91
71 H 9.28 -4.02 -10.87
72 H 9.91 -2.32 -11.28
73 C 10.41 2.90 -17.36
74 O 9.46 2.83 -16.24
75 C 10.08 3.23 -14.95
76 C 11.40 2.40 -14.63
77 N 10.93 1.04 -14.47
78 C 10.44 0.69 -13.15
79 C 9.18 -0.25 -13.23
80 O 9.38 -1.52 -13.88
81 C 8.33 -2.19 -14.60
82 H 11.17 2.12 -17.32
83 H 10.89 3.86 -17.54
84 H 9.88 2.70 -18.29
85 H 9.38 3.04 -14.14
86 H 10.35 4.28 -14.96
87 H 11.94 2.79 -13.77
88 H 12.12 2.52 -15.43
89 H 10.31 0.96 -15.27
90 H 10.27 1.64 -12.63
91 H 11.30 0.24 -12.66
92 H 8.28 0.32 -13.43
93 H 9.04 -0.63 -12.21
94 H 8.78 -2.91 -15.28
95 H 7.63 -1.62 -15.22
96 H 7.80 -2.78 -13.86
97 C 8.35 -9.18 -14.95
98 O 7.91 -9.38 -13.61
99 C 6.61 -9.94 -13.47
100 C 6.42 -10.19 -11.93
101 N 6.32 -8.89 -11.36
102 C 6.33 -8.82 -9.93
103 C 6.75 -7.50 -9.27
104 O 7.64 -6.77 -10.10
105 C 8.99 -7.26 -10.12
106 H 9.16 -8.46 -14.83
107 H 7.67 -8.69 -15.65
108 H 8.70 -10.17 -15.24
109 H 6.62 -10.94 -13.90
110 H 5.80 -9.40 -13.96
111 H 7.19 -10.69 -11.35
112 H 5.48 -10.68 -11.69
113 H 6.98 -8.25 -11.77
114 H 7.10 -9.52 -9.60
115 H 5.34 -9.14 -9.58
116 H 7.18 -7.71 -8.30
117 H 5.89 -6.86 -9.09
118 H 9.47 -6.87 -11.02
119 H 9.07 -8.33 -9.95
120 H 9.44 -6.72 -9.28
121 C 4.79 4.21 -2.24
122 O 5.67 3.06 -2.17
123 C 6.25 2.96 -0.86
124 C 7.21 1.83 -0.87
125 N 7.90 1.68 0.40
126 C 9.12 2.48 0.61
127 C 9.72 2.30 2.06
128 O 8.80 2.59 3.02
129 C 8.35 3.89 3.12
130 H 5.35 4.90 -2.89
131 H 4.31 4.64 -1.36
132 H 3.95 3.76 -2.77
133 H 5.55 2.74 -0.05
134 H 6.65 3.92 -0.56
135 H 7.88 1.99 -1.72
136 H 6.74 0.90 -1.18
137 H 7.32 1.87 1.20
138 H 8.87 3.53 0.50
139 H 9.86 2.22 -0.16
140 H 10.59 2.95 2.19
141 H 10.16 1.32 2.28
142 H 7.73 4.29 2.32
143 H 9.13 4.62 3.32
144 H 7.73 3.92 4.01
145 C 2.33 -1.52 -8.12
146 O 0.98 -1.41 -7.61
147 C 0.88 -0.44 -6.61
148 C -0.61 -0.25 -6.37
149 N -1.02 0.75 -5.40
150 C -1.54 0.15 -4.18
151 C -1.87 1.39 -3.17
152 O -0.66 2.06 -2.74
153 C -0.15 3.13 -3.47
154 H 3.03 -0.69 -8.12
155 H 2.26 -1.69 -9.19
156 H 2.85 -2.37 -7.67
157 H 1.34 0.50 -6.93
158 H 1.40 -0.84 -5.74
159 H -0.83 -1.28 -6.10
160 H -0.99 -0.13 -7.38
161 H -1.74 1.37 -5.73
162 H -0.81 -0.44 -3.63
163 H -2.43 -0.45 -4.37
164 H -2.38 0.97 -2.30
165 H -2.58 2.06 -3.66
166 H 0.75 3.47 -2.95
167 H -0.89 3.93 -3.53
168 H 0.21 2.77 -4.43
169 C 3.16 -5.50 -9.40
170 O 3.03 -4.21 -10.04
171 C 1.86 -4.10 -10.87
172 C 2.28 -3.02 -11.86
173 N 1.14 -2.55 -12.64
174 C 0.46 -3.59 -13.47
175 C -0.65 -3.04 -14.36
176 O 0.09 -2.18 -15.21
177 C -0.54 -1.24 -16.08
178 H 3.96 -6.10 -9.82
179 H 2.24 -6.07 -9.27
180 H 3.58 -5.21 -8.43
181 H 1.00 -3.84 -10.25
182 H 1.69 -4.99 -11.47
183 H 3.06 -3.49 -12.46
184 H 2.77 -2.19 -11.34
185 H 1.53 -1.92 -13.33
186 H -0.02 -4.35 -12.85
187 H 1.05 -4.30 -14.07
188 H -1.42 -2.45 -13.86
189 H -0.91 -3.81 -15.09
190 H 0.10 -1.08 -16.94
191 H -0.95 -0.35 -15.60
192 H -1.40 -1.73 -16.53
193 C 8.48 -4.50 -6.81
194 C 8.74 -3.09 -6.17
195 C 7.51 -2.23 -5.82
196 O 6.84 -1.56 -6.93
197 C 6.20 -2.42 -7.88
198 N 9.28 -3.29 -4.88
199 H 8.62 -4.43 -7.89
200 H 7.51 -4.85 -6.46
201 H 9.18 -5.30 -6.58
202 H 9.38 -2.56 -6.87
203 H 7.80 -1.44 -5.14
204 H 6.81 -2.75 -5.16
205 H 5.56 -3.23 -7.51
206 H 6.96 -2.87 -8.52
207 H 5.67 -1.87 -8.65
208 H 10.12 -3.85 -4.92
209 H 9.47 -2.38 -4.48
210 C 10.33 1.38 -2.73
211 C 9.44 0.43 -3.54
212 C 9.35 0.93 -4.96
213 O 8.86 2.24 -5.05
214 C 7.50 2.52 -4.84
215 N 9.98 -0.92 -3.56
216 H 11.25 1.50 -3.29
217 H 10.61 1.04 -1.73
218 H 9.75 2.30 -2.73
219 H 8.48 0.38 -3.02
220 H 8.64 0.33 -5.52
221 H 10.24 0.77 -5.56
222 H 7.13 2.15 -3.88
223 H 6.83 1.95 -5.47
224 H 7.40 3.60 -4.95
225 H 10.80 -0.77 -4.12
226 H 10.21 -0.98 -2.58
227 C 7.21 -1.74 0.69
228 C 8.28 -2.14 -0.28
229 C 7.63 -2.58 -1.62
230 O 7.13 -3.92 -1.54
231 C 5.72 -4.04 -1.81
232 N 9.20 -1.04 -0.36
233 H 7.53 -1.08 1.50
234 H 6.73 -2.64 1.08
235 H 6.41 -1.23 0.14
236 H 8.89 -2.90 0.21
237 H 8.42 -2.61 -2.37
238 H 6.90 -1.88 -2.04
239 H 5.49 -3.95 -2.87
240 H 5.12 -3.30 -1.28
241 H 5.29 -4.98 -1.49
242 H 9.65 -0.84 0.52
243 H 8.61 -0.23 -0.51
244 C 4.20 -0.14 -3.15
245 C 2.70 -0.15 -3.30
246 C 2.12 -1.59 -3.08
247 O 3.06 -2.57 -3.67
248 C 2.58 -3.90 -3.76
249 N 2.17 0.68 -2.20
250 H 4.70 -0.64 -3.98
251 H 4.54 -0.66 -2.26
252 H 4.53 0.90 -3.09
253 H 2.28 0.23 -4.22
254 H 1.08 -1.70 -3.39
255 H 2.07 -1.85 -2.02
256 H 2.92 -4.41 -4.66
257 H 1.52 -4.11 -3.85
258 H 3.06 -4.35 -2.90
259 H 1.26 0.92 -2.57
260 H 2.59 1.56 -2.48
261 C 13.23 -8.10 -8.30
262 C 13.42 -9.61 -8.48
263 C 14.99 -9.94 -8.34
264 O 15.23 -11.19 -9.04
265 C 16.51 -11.82 -8.80
266 N 12.68 -10.36 -7.55
267 H 13.64 -7.65 -7.39
268 H 12.15 -7.90 -8.29
269 H 13.73 -7.66 -9.16
270 H 13.15 -10.04 -9.44
271 H 15.11 -10.07 -7.27
272 H 15.69 -9.12 -8.48
273 H 16.56 -12.76 -9.36
274 H 16.68 -12.03 -7.75
275 H 17.32 -11.27 -9.26
276 H 13.01 -11.31 -7.68
277 H 13.15 -10.11 -6.70
278 C 14.33 -5.71 -0.27
279 C 14.48 -5.42 -1.81
280 C 14.66 -4.03 -2.15
281 O 13.56 -3.34 -1.69
282 C 13.58 -1.96 -1.92
283 N 15.75 -6.05 -2.16
284 H 15.25 -5.44 0.24
285 H 13.99 -6.73 -0.09
286 H 13.60 -4.97 0.06
287 H 13.58 -5.92 -2.16
288 H 14.71 -3.93 -3.24
289 H 15.47 -3.61 -1.57
290 H 14.16 -1.34 -1.23
291 H 12.54 -1.64 -1.99
292 H 13.73 -1.82 -2.99
293 H 15.70 -7.06 -2.08
294 H 16.07 -5.74 -3.07
295 C 5.16 4.86 -10.77
296 C 4.49 3.48 -10.90
297 C 4.96 2.67 -12.12
298 O 4.16 1.47 -12.25
299 C 4.74 0.61 -13.17
300 N 4.70 2.78 -9.68
301 H 4.43 5.68 -10.79
302 H 5.79 5.05 -11.64
303 H 5.68 5.07 -9.84
304 H 3.40 3.56 -10.88
305 H 6.04 2.53 -12.08
306 H 4.85 3.19 -13.07
307 H 4.36 -0.41 -13.23
308 H 5.78 0.37 -12.95
309 H 4.57 1.04 -14.15
310 H 5.69 2.59 -9.58
311 H 4.12 1.97 -9.82
312 C 6.31 -4.19 -11.82
313 O 7.08 -5.37 -12.24
314 H 5.37 -4.63 -11.47
315 H 6.63 -3.68 -10.91
316 H 6.01 -3.56 -12.66
317 H 7.44 -5.84 -11.48
318 C 10.04 -8.34 -6.29
319 O 9.78 -9.32 -7.24
320 H 10.99 -8.40 -5.77
321 H 9.97 -7.32 -6.66
322 H 9.23 -8.49 -5.58
323 H 10.61 -9.61 -7.62
324 C 6.35 -9.79 -6.06
325 O 6.37 -11.17 -6.18
326 H 7.41 -9.52 -6.05
327 H 5.73 -9.32 -6.82
328 H 5.96 -9.31 -5.16
329 H 6.84 -11.46 -6.96

---

[2]
BrH6LiO3 | ωB97M-V/def2-TZVPD

The value obtained for the molecular weight is 140.89 g mol⁻¹. The frontier orbital gap comes out at 7.61 eV.

Geometry (Å):
1 Li -0.19 0.25 -0.14
2 Br -1.54 2.14 -0.61
3 O -1.02 -1.01 1.31
4 H -1.83 -0.99 1.80
5 H -0.28 -1.08 1.88
6 O 1.41 0.83 0.87
7 H 1.93 1.22 0.30
8 H 1.99 0.77 1.64
9 O 0.11 -0.85 -2.06
10 H -0.72 -1.09 -2.12
11 H 0.14 -0.20 -2.85

---

[3]
C3H4N2O | ωB97M-V/def2-TZVPD

The value obtained for the molecular weight is 84.08 g mol⁻¹. The frontier orbital gap comes out at 9.54 eV.

Geometry (Å):
1 O 0.44 -1.25 1.54
2 C 0.06 -0.51 0.47
3 C 0.71 -0.52 -0.79
4 C 0.18 0.74 -1.30
5 N -0.65 1.37 -0.51
6 N -0.76 0.61 0.60
7 H 1.41 -1.25 1.46
8 H -0.37 -1.27 -0.50
9 H 0.50 1.25 -2.20
10 H -1.52 0.82 1.22

---

[4]
C21H19CuIN2O2 | ωB97M-V/def2-TZVPD

The value obtained for the molecular weight is 521.84 g mol⁻¹. The frontier orbital gap comes out at 4.48 eV. The charge is +1.

Geometry (Å):
1 C -5.07 1.42 -0.12
2 C -4.19 1.40 -1.49
3 I -5.24 2.16 -3.23
4 C -2.74 2.15 -1.32
5 C -1.60 1.02 -1.42
6 C -1.39 0.14 -0.14
7 C -0.30 -0.95 -0.20
8 C 0.60 -1.22 -1.47
9 C 0.39 -0.35 -2.73
10 C -0.72 0.77 -2.67
11 C -0.91 1.70 -3.97
12 C 0.06 2.99 -3.84
13 N -0.39 4.13 -3.36
14 C 1.72 -2.37 -1.34
15 O 1.94 -3.20 -2.25
16 C 2.49 -2.39 0.09
17 C 4.02 -2.61 0.23
18 C 4.59 -2.54 1.69
19 C 3.69 -2.27 2.93
20 C 2.14 -2.05 2.80
21 C 1.29 -1.75 4.11
22 C 1.38 -0.15 4.39
23 N 1.02 0.67 3.41
24 C 1.58 -2.12 1.35
25 C 0.01 -1.86 1.09
26 O -0.90 -2.36 1.81
27 H -4.74 2.24 0.61
28 H -4.89 0.42 0.40
29 H -6.18 1.51 -0.40
30 H -3.96 0.28 -1.70
31 H -2.72 2.51 -0.22
32 H -2.61 3.00 -2.06
33 H -1.99 0.27 0.82
34 H 1.03 -0.56 -3.64
35 H -0.54 1.13 -4.90
36 H -2.00 2.00 -4.07
37 H 1.18 2.96 -4.13
38 H 0.39 4.82 -3.37
39 H 4.65 -2.78 -0.70
40 H 5.71 -2.66 1.84
41 H 4.19 -2.20 3.98
42 H 1.65 -2.35 5.03
43 H 0.17 -1.97 4.01
44 H 1.70 0.29 5.40
45 H 1.12 1.65 3.73
46 Cu 4.38 -0.94 4.99

---

[5]
C3H10N | ωB97M-V/def2-TZVPD

The value obtained for the molecular weight is 60.12 g mol⁻¹. The frontier orbital gap comes out at 11.04 eV. The charge is +1.

Geometry (Å):
1 C -2.18 0.86 0.18
2 H -2.76 1.70 -0.19
3 H -2.06 0.18 -0.64
4 H -2.82 0.48 0.96
5 H -1.28 1.14 0.71
6 C 1.01 -1.44 0.40
7 C 1.20 0.63 -0.84
8 N 1.75 -0.28 -0.15
9 H 0.22 -1.11 1.08
10 H 1.72 -2.15 0.80
11 H 0.49 -1.94 -0.41
12 H 0.12 0.74 -0.88
13 H 1.89 1.40 -1.18
14 H 2.72 -0.22 0.14

---

[6]
C12H24AlCl2FNO2 | ωB97M-V/def2-TZVPD

The value obtained for the molecular weight is 331.21 g mol⁻¹. The frontier orbital gap comes out at 7.32 eV. The charge is -1.

Geometry (Å):
1 C 2.80 3.49 2.04
2 O 2.71 2.03 2.16
3 C 3.04 1.42 0.86
4 C 3.10 -0.19 0.92
5 C 2.00 -0.89 -0.07
6 C 0.64 -1.01 0.78
7 C -0.67 -1.41 -0.12
8 Al -2.28 -0.66 0.96
9 C -4.06 -0.77 -0.03
10 C -5.20 0.21 0.60
11 C -4.65 1.68 0.97
12 F -6.27 0.43 -0.39
13 N -2.34 -1.65 2.64
14 C -1.54 -1.05 3.46
15 O -0.52 -0.67 4.08
16 H 1.80 3.99 2.29
17 H 3.57 3.91 2.77
18 H 3.05 3.75 0.96
19 H 4.07 1.83 0.57
20 H 2.20 1.73 0.15
21 H 2.77 -0.51 1.98
22 H 4.16 -0.61 0.74
23 H 2.41 -1.93 -0.34
24 H 1.90 -0.21 -0.98
25 H 0.73 -1.70 1.71
26 H 0.39 0.04 1.20
27 H -0.67 -2.56 -0.18
28 H -0.64 -0.90 -1.15
29 H -1.85 0.84 1.36
30 H -4.01 -0.63 -1.16
31 H -4.49 -1.84 0.14
32 H -5.64 -0.26 1.55
33 H -3.60 1.91 0.58
34 H -5.35 2.47 0.50
35 H -4.72 1.83 2.10
36 Cl 0.83 -2.21 -2.71
37 C 1.73 -2.16 -4.25
38 C 2.72 -1.01 -4.30
39 Cl 1.92 0.58 -4.37
40 H 1.00 -2.09 -5.07
41 H 2.25 -3.11 -4.34
42 H 3.34 -1.09 -5.19
43 H 3.38 -1.02 -3.42

---

Values for total energy, eV, ordered as above
-160871.382; -76489.508; -8199.313; -81881.256; -4755.346; -52777.576